1.
{
  "formula": "C44H39N6O2P3ReSSe2",
  "method": "the ωB97M-V functional and the def2-TZVPD basis",
  "elements": ["Re", "Se", "P", "C", "C", "C", "C", "C", "C", "C", "C", "C", "C", "C", "C", "C", "C", "N", "N", "N", "P", "Se", "C", "C", "C", "C", "C", "C", "C", "C", "C", "C", "C", "C", "H", "H", "H", "H", "H", "H", "H", "H", "H", "H", "H", "H", "H", "H", "H", "H", "H", "H", "H", "H", "O", "C", "O", "C", "P", "C", "C", "C", "C", "C", "C", "C", "C", "C", "C", "C", "C", "H", "H", "H", "H", "H", "H", "H", "H", "H", "H", "H", "H", "C", "C", "C", "N", "N", "C", "N", "S", "H", "H", "H", "H", "H", "H", "H"],
  "xyz": [[-2.579, -0.315, -0.475], [2.999, -0.393, 3.052], [3.216, -0.333, 0.968], [3.956, -1.778, 0.196], [4.128, -2.937, 0.947], [4.661, -4.073, 0.351], [5.024, -4.049, -0.990], [4.849, -2.894, -1.742], [4.313, -1.758, -1.154], [4.050, 1.122, 0.329], [5.409, 1.083, 0.034], [6.063, 2.237, -0.377], [5.362, 3.428, -0.491], [4.007, 3.473, -0.177], [3.352, 2.325, 0.236], [1.577, -0.275, 0.194], [0.314, -0.205, 0.724], [-0.538, -0.191, -0.340], [0.194, -0.213, -1.465], [1.455, -0.257, -1.164], [-0.383, -0.236, 2.345], [-2.615, -0.119, 1.856], [-0.244, -1.775, 3.198], [-0.974, -1.946, 4.377], [-0.924, -3.161, 5.039], [-0.168, -4.200, 4.512], [0.536, -4.032, 3.324], [0.500, -2.821, 2.657], [-0.094, 1.231, 3.297], [0.224, 1.167, 4.651], [0.426, 2.345, 5.352], [0.320, 3.568, 4.703], [0.000, 3.627, 3.352], [-0.222, 2.457, 2.644], [3.875, -2.930, 2.001], [4.814, -4.970, 0.938], [5.455, -4.931, -1.448], [5.138, -2.875, -2.785], [4.162, -0.865, -1.746], [5.964, 0.159, 0.134], [7.120, 2.204, -0.603], [5.873, 4.324, -0.818], [3.466, 4.408, -0.250], [2.300, 2.370, 0.500], [-1.575, -1.140, 4.785], [-1.474, -3.297, 5.961], [-0.130, -5.150, 5.030], [1.127, -4.846, 2.925], [1.058, -2.685, 1.740], [0.356, 0.213, 5.143], [0.686, 2.306, 6.401], [0.495, 4.483, 5.254], [-0.073, 4.582, 2.849], [-0.468, 2.504, 1.588], [-6.457, 0.329, -1.794], [-5.419, 0.549, -1.253], [-4.601, -0.439, -0.814], [-4.858, 1.927, -0.973], [-3.088, 1.886, -1.374], [-2.340, 3.438, -0.893], [-2.584, 3.933, 0.391], [-2.066, 5.163, 0.759], [-1.293, 5.887, -0.145], [-1.035, 5.384, -1.412], [-1.558, 4.155, -1.795], [-2.977, 1.597, -3.141], [-4.104, 1.726, -3.963], [-3.983, 1.498, -5.323], [-2.753, 1.141, -5.867], [-1.637, 1.004, -5.055], [-1.744, 1.225, -3.690], [-4.950, 2.117, 0.099], [-5.390, 2.705, -1.514], [-3.180, 3.371, 1.104], [-2.274, 5.563, 1.743], [-0.897, 6.853, 0.141], [-0.437, 5.952, -2.112], [-1.370, 3.775, -2.790], [-5.071, 2.001, -3.563], [-4.852, 1.600, -5.960], [-2.668, 0.969, -6.933], [-0.681, 0.724, -5.479], [-0.871, 1.101, -3.063], [0.811, -4.933, -2.365], [0.123, -4.902, -0.995], [-1.139, -4.097, -1.027], [-1.206, -2.875, -0.675], [-2.495, -2.340, -0.856], [-3.382, -3.236, -1.356], [-4.656, -3.003, -1.568], [-2.645, -4.759, -1.638], [1.711, -5.544, -2.312], [1.094, -3.927, -2.674], [0.162, -5.361, -3.131], [0.773, -4.440, -0.252], [-0.104, -5.915, -0.657], [-5.025, -2.062, -1.409], [-5.243, -3.711, -1.978]],
  "e_homo_ha": [-0.4567, -0.4567],
  "spin_multiplicity": 2,
  "homo_lumo_gap_ev": [4.980, 5.387],
  "lumo_ev": [-7.4469, -7.0402],
  "e_tot_ev": -230809.5217,
  "s_squared": 0.774,
  "total_charge": 2
}



2.
{
  "formula": "C3H3N2O3",
  "method": "the ωB97M-V functional and the def2-TZVPD basis",
  "elements": ["C", "C", "C", "N", "N", "O", "O", "O", "H", "H", "H"],
  "xyz": [[1.410, -0.967, 0.504], [0.780, 0.976, -0.175], [0.280, -0.014, -1.061], [1.521, 0.273, 0.848], [-2.025, -0.098, 0.607], [-3.084, 0.002, -0.060], [0.668, 2.199, -0.284], [0.657, -1.242, -0.577], [1.750, -1.898, 0.867], [-0.012, 0.035, -2.069], [-1.945, 0.734, 1.399]],
  "e_homo_ha": [-0.0883, -0.0883],
  "homo_lumo_gap_ev": [5.918, 5.916],
  "lumo_ev": [3.5154, 3.5145],
  "e_tot_ev": -12279.2630,
  "total_charge": -1
}



3.
{
  "formula": "C4H9NO2",
  "method": "the ωB97M-V functional and the def2-TZVPD basis",
  "elements": ["C", "C", "C", "O", "N", "C", "O", "H", "H", "H", "H", "H", "H", "H", "H", "H"],
  "xyz": [[-0.618, -1.779, 0.274], [0.182, -0.480, 0.427], [0.918, -0.116, -0.863], [2.069, 0.659, -0.580], [-0.670, 0.664, 0.878], [-0.881, 1.837, 0.223], [-0.791, 2.026, -0.978], [-1.279, -1.934, 1.133], [0.046, -2.652, 0.202], [-1.223, -1.764, -0.639], [0.930, -0.600, 1.222], [1.179, -1.018, -1.427], [0.211, 0.451, -1.464], [1.967, 1.491, -1.057], [-0.830, 0.758, 1.872], [-1.140, 2.683, 0.893]],
  "e_homo_ha": -0.3581,
  "homo_lumo_gap_ev": 10.561,
  "lumo_ev": 0.8151,
  "e_tot_ev": -9878.8173
}



4.
{
  "formula": "C7H2Br3O4",
  "method": "the ωB97M-V functional and the def2-TZVPD basis",
  "elements": ["O", "C", "Br", "C", "C", "C", "Br", "C", "C", "O", "O", "O", "C", "Br", "H", "H"],
  "xyz": [[-3.637, 0.484, 0.431], [-2.814, -0.328, 0.179], [-3.408, -2.181, -0.084], [-1.296, -0.139, 0.000], [-0.483, -1.198, 0.191], [0.969, -0.936, 0.038], [1.638, -2.108, -1.384], [1.088, 0.530, -0.294], [2.355, 1.328, 0.293], [3.083, 0.590, 0.950], [2.356, 2.521, 0.040], [0.417, 0.897, -1.494], [-0.265, 1.081, -0.328], [-0.775, 2.833, 0.180], [-0.812, -2.211, 0.371], [1.587, -1.165, 0.909]],
  "e_homo_ha": -0.1933,
  "homo_lumo_gap_ev": 7.563,
  "lumo_ev": 2.3022,
  "e_tot_ev": -225609.2234,
  "total_charge": -1
}



5.
{
  "formula": "C35H43AsBF15GeO7SSeSi2TeTi",
  "method": "the ωB97M-V functional and the def2-TZVPD basis",
  "elements": ["Ti", "C", "Si", "C", "C", "C", "Te", "C", "Si", "C", "C", "C", "H", "H", "H", "H", "H", "H", "H", "H", "H", "H", "H", "H", "H", "H", "H", "H", "H", "H", "H", "H", "H", "H", "O", "Se", "O", "O", "O", "F", "C", "C", "C", "F", "C", "F", "C", "F", "C", "F", "Ge", "S", "C", "C", "F", "C", "F", "C", "F", "C", "F", "C", "F", "C", "C", "F", "C", "F", "C", "F", "C", "F", "C", "F", "C", "C", "C", "O", "B", "O", "C", "C", "C", "H", "H", "H", "H", "H", "H", "H", "H", "H", "H", "H", "H", "C", "As", "C", "C", "O", "H", "H", "H", "H", "H", "H", "H", "H", "H"],
  "xyz": [[5.849, -9.941, 21.635], [4.139, -4.448, 17.019], [3.888, -6.406, 17.261], [2.066, -6.681, 16.851], [4.848, -7.394, 16.061], [4.447, -6.742, 18.996], [3.349, -8.183, 20.039], [3.375, -9.718, 18.494], [1.855, -10.749, 18.403], [1.005, -10.500, 16.681], [2.489, -12.609, 18.434], [0.490, -10.241, 19.584], [4.508, -4.078, 15.833], [4.931, -4.044, 17.651], [3.218, -4.001, 17.314], [1.885, -6.207, 15.937], [1.298, -6.414, 17.581], [1.887, -7.763, 16.619], [5.093, -6.762, 15.271], [4.442, -8.282, 15.737], [5.880, -7.637, 16.482], [4.247, -5.899, 19.569], [5.524, -7.014, 19.079], [4.255, -10.369, 18.627], [3.524, -9.222, 17.509], [1.731, -10.402, 15.826], [0.169, -9.864, 16.659], [0.659, -11.500, 16.491], [2.994, -12.755, 17.384], [1.799, -13.427, 18.589], [3.406, -12.738, 19.034], [0.381, -9.130, 19.419], [0.787, -10.389, 20.642], [-0.492, -10.744, 19.351], [3.991, -10.323, 25.028], [3.893, -9.655, 23.600], [2.508, -8.859, 23.321], [4.213, -10.879, 22.491], [5.193, -8.657, 23.170], [10.507, -7.703, 24.028], [9.170, -7.372, 24.165], [8.436, -7.072, 23.028], [7.193, -6.455, 23.382], [6.413, -5.902, 22.451], [6.718, -6.266, 24.671], [5.523, -5.694, 24.948], [7.558, -6.668, 25.684], [7.194, -6.495, 26.968], [8.710, -7.373, 25.463], [9.387, -7.714, 26.578], [8.882, -7.180, 21.069], [7.204, -8.442, 20.287], [8.717, -5.356, 20.359], [8.118, -4.897, 19.198], [7.636, -5.766, 18.291], [7.932, -3.560, 18.902], [7.236, -3.320, 17.810], [8.504, -2.573, 19.680], [8.278, -1.306, 19.437], [9.194, -3.028, 20.800], [9.753, -2.148, 21.701], [9.198, -4.352, 21.125], [9.938, -4.616, 22.222], [10.443, -7.995, 20.282], [11.066, -9.083, 20.886], [11.052, -9.250, 22.177], [11.855, -9.947, 20.205], [12.419, -10.900, 21.023], [12.148, -9.895, 18.820], [12.372, -11.014, 18.134], [11.423, -8.759, 18.246], [11.701, -8.514, 16.923], [10.625, -7.885, 18.870], [10.155, -6.888, 18.118], [7.182, -11.636, 26.052], [8.326, -11.416, 25.060], [9.539, -10.753, 25.749], [7.815, -10.480, 24.169], [7.213, -11.163, 23.066], [7.521, -12.524, 23.260], [8.606, -12.693, 24.243], [8.440, -14.059, 24.889], [9.949, -12.606, 23.561], [6.686, -10.710, 26.266], [7.534, -12.019, 27.011], [6.447, -12.276, 25.549], [9.220, -10.044, 26.503], [10.128, -10.227, 25.025], [10.217, -11.546, 26.131], [7.475, -14.111, 25.352], [9.244, -14.241, 25.500], [8.548, -14.841, 24.116], [10.198, -11.645, 23.133], [10.026, -13.353, 22.761], [10.685, -12.861, 24.328], [9.171, -11.478, 20.234], [7.543, -11.325, 19.100], [7.844, -10.351, 17.459], [7.431, -13.189, 18.371], [6.104, -11.243, 20.072], [9.461, -12.533, 20.334], [8.937, -11.028, 21.202], [9.899, -10.936, 19.692], [8.925, -10.376, 17.268], [7.517, -9.314, 17.669], [7.301, -10.938, 16.765], [8.330, -13.505, 17.794], [6.507, -13.315, 17.688], [7.310, -13.890, 19.206]],
  "e_homo_ha": [-0.0181, -0.1143],
  "spin_multiplicity": 3,
  "homo_lumo_gap_ev": [4.185, 6.797],
  "lumo_ev": [3.6932, 3.6883],
  "e_tot_ev": -332463.0512,
  "s_squared": 2.017,
  "total_charge": -2
}